## 1
DFT (wB97M-V/def2-TZVPD) results for a 4-piece molecular cluster, C2H11NO4 overall.

Positions of all 18 atoms, in Å:
C (1.66, -2.41, 0.32)
C (1.64, -1.02, -0.24)
N (2.80, -0.26, -0.09)
O (0.69, -0.53, -0.81)
H (1.78, -3.15, -0.48)
H (0.65, -2.69, 0.65)
H (2.31, -2.61, 1.15)
H (3.46, -0.63, 0.57)
H (2.68, 0.71, -0.27)
H (-1.45, 1.07, 0.74)
H (0.10, 0.94, 0.64)
O (-0.63, 1.05, 1.25)
H (-1.21, -0.33, -2.18)
H (-1.54, -0.17, -3.64)
O (-1.50, 0.34, -2.82)
H (-2.60, 2.06, 2.44)
H (-3.86, 3.03, 2.13)
O (-3.53, 2.14, 2.21)

Summary:
Structure (SMILES): CC(N)=O.O.O.O
E_HOMO (eV): -10.56
Gap between HOMO and LUMO (eV): 11.19
Net charge: 0


## 2
DFT (wB97M-V/def2-TZVPD) results for a 4-piece molecular cluster, C2H11NO4 overall.

Positions of all 18 atoms, in Å:
C (1.66, 0.09, -1.08)
N (0.51, 0.59, -1.72)
C (0.54, 1.34, -3.03)
O (1.79, 0.18, 0.19)
H (2.41, -0.42, -1.67)
H (-0.36, 0.72, -1.21)
H (0.82, 2.41, -2.99)
H (1.18, 0.88, -3.75)
H (-0.45, 1.10, -3.36)
H (-0.56, 1.37, 2.99)
H (-0.21, 0.41, 1.97)
O (-0.76, 1.19, 2.05)
H (-2.60, 1.96, -0.21)
H (-1.65, 1.15, 0.45)
O (-2.10, 1.09, -0.41)
H (-0.65, -4.31, 4.27)
H (0.37, -5.29, 3.96)
O (0.05, -4.47, 3.56)

Summary:
Structure (SMILES): CNC=O.O.O.O
E_HOMO (eV): -9.16
Gap between HOMO and LUMO (eV): 9.90
Net charge: 0


## 3
DFT (wB97M-V/def2-TZVPD) results for a 4-piece molecular cluster, C2H11NO4 overall.

Positions of all 18 atoms, in Å:
C (-0.27, 0.86, -0.96)
C (-1.16, 2.02, -0.75)
N (-2.13, 1.73, 0.11)
O (-1.14, 2.94, -1.64)
H (-1.03, 0.12, -1.48)
H (0.02, 0.33, 0.06)
H (0.65, 1.03, -1.59)
H (-2.99, 2.24, 0.06)
H (-2.03, 1.20, 0.92)
H (2.00, -0.93, 3.37)
H (2.18, -1.02, 5.04)
O (1.87, -1.40, 4.20)
H (0.89, -4.86, 2.54)
H (-0.59, -5.21, 2.22)
O (0.24, -5.66, 2.49)
H (1.83, 1.66, -3.50)
H (2.05, 0.34, -3.98)
O (1.59, 1.09, -4.31)

Summary:
Structure (SMILES): CC(N)=O.O.O.O
E_HOMO (eV): -9.89
Gap between HOMO and LUMO (eV): 9.93
Net charge: 0


Which one sits at the bottom of the stability order? 3 does.